Entry from the Open Molecules 2025 dataset: a structure of composition C29H29AsF5N2OPdS2Se (ωB97M-V/def2-TZVPD).

Positions of all 71 atoms, in Å:
Pd  -0.102491  -0.619992  -0.271146
N  -1.173059  0.635115  -1.731121
C  -2.390725  1.147125  -1.143921
C  -2.625979  2.509253  -1.168806
C  -3.737661  3.037510  -0.529149
C  -4.618903  2.193383  0.129326
C  -4.385798  0.826060  0.135697
C  -3.270379  0.286391  -0.492956
C  -3.015789  -1.169623  -0.502917
C  -4.063677  -2.051774  -0.778963
C  -3.837067  -3.407957  -0.958146
C  -2.547676  -3.906714  -0.910028
C  -1.487417  -3.051407  -0.620360
C  -1.741132  -1.715367  -0.390155
H  -0.576296  1.419640  -2.046335
H  -1.384282  0.044141  -2.532445
H  -1.939435  3.146593  -1.710151
H  -3.916904  4.103866  -0.551387
H  -5.486182  2.595145  0.634334
H  -5.068094  0.165709  0.655773
H  -5.062077  -1.651180  -0.899824
H  -4.667450  -4.067852  -1.167604
H  -2.353952  -4.958465  -1.073109
H  -0.485719  -3.449785  -0.567328
C  3.944442  0.363388  -2.256050
C  2.569714  -0.173370  -2.000137
N  2.032122  -0.904478  -2.992367
O  1.978544  0.032048  -0.937418
H  4.577511  -0.394168  -2.716271
H  4.385772  0.683835  -1.318522
H  3.862231  1.216000  -2.932578
H  2.508454  -1.021813  -3.869493
H  1.095931  -1.263462  -2.908971
C  0.030438  4.877590  -0.315372
As  1.541110  4.251909  -1.333463
C  2.743018  3.535550  -0.015826
C  2.389693  5.838706  -2.008652
S  1.061522  2.918258  -2.884479
H  0.343503  5.703659  0.322217
H  -0.350569  4.062271  0.296759
H  -0.742755  5.216248  -1.001420
H  2.886428  4.261909  0.783431
H  3.695073  3.324840  -0.496904
H  2.321891  2.610213  0.373225
H  2.537316  6.553658  -1.200759
H  1.756362  6.268163  -2.782141
H  3.347997  5.563068  -2.444545
F  3.555107  -6.641602  -0.973724
C  2.991619  -5.577041  -0.424803
C  1.815796  -5.708080  0.296532
F  1.253840  -6.905765  0.433936
C  1.233913  -4.587950  0.862115
F  0.103300  -4.757426  1.541172
C  1.791573  -3.316218  0.728513
Se  0.970978  -1.818672  1.593700
C  2.987243  -3.226790  0.020535
F  3.610114  -2.056290  -0.111364
C  3.582230  -4.331721  -0.560984
F  4.720403  -4.207096  -1.241266
S  -0.634832  0.936622  1.402311
C  -0.691053  0.255997  3.000104
C  -1.826894  -0.450018  3.419604
C  -1.895879  -0.932937  4.710628
C  -0.844879  -0.702233  5.593231
C  0.283456  -0.003745  5.184263
C  0.374386  0.459608  3.882895
H  -2.637585  -0.606090  2.718578
H  -2.767751  -1.483432  5.035156
H  -0.903614  -1.074841  6.606963
H  1.097097  0.165745  5.875688
H  1.253859  0.986132  3.536709

Forces on atoms 1 to 6 (eV/Å):
0.3593 0.0492 0.0460
0.0795 -0.1041 0.1222
-0.0115 0.1303 -0.0019
0.0057 0.0424 -0.0814
-0.0453 -0.0436 0.0363
0.0464 0.0040 -0.0340

Its total charge is +1. The value obtained for the LUMO energy is -5.06 eV. The energy above the lowest of the compared OMol25 structures with the same formula, charge and spin is 13.4 kcal per mole. The HOMO energy is -10.9730 eV. The value obtained for the energy is -7367.80665 a.u. Its multiplicity is 1. As for the orbital gap: 0.217 Eh.

---

Entry from the Open Molecules 2025 dataset: a structure of composition C20H54F3NaO10S8 (ωB97M-V/def2-TZVPD).

Positions of all 96 atoms, in Å:
Na  -2.894442  1.976851  -1.442114
C  -0.500976  0.142985  -1.024686
O  -0.098263  1.573376  -1.072393
O  -1.595651  0.009664  -1.632276
C  0.621538  -0.718117  -1.656774
F  1.715374  -0.895047  -0.875431
F  0.161553  -1.923109  -1.972437
F  1.047588  -0.188870  -2.825649
C  1.075918  1.977509  -0.410185
C  0.965466  3.424717  -0.033937
H  1.919152  3.798718  0.350149
H  0.705202  4.032082  -0.903923
H  0.212360  3.606928  0.737673
H  1.952629  1.841407  -1.064922
H  1.316038  1.372025  0.473172
H  -0.561681  -0.090514  0.072910
C  4.181200  -4.454889  0.992142
S  3.681707  -5.102188  -0.597452
O  2.227152  -5.390109  -0.605469
C  3.916292  -3.594375  -1.544990
H  4.275088  -5.289347  1.685386
H  3.536311  -3.660225  1.362968
H  5.200893  -4.078197  0.866904
H  3.497918  -2.734879  -1.028722
H  3.505905  -3.748008  -2.538530
H  5.000261  -3.509528  -1.673725
C  3.455479  4.496295  3.350673
S  4.055075  2.948244  4.047856
O  2.948600  2.311714  4.787554
C  4.148984  2.070478  2.466841
H  2.468173  4.311320  2.934753
H  4.172531  4.850612  2.608178
H  3.422391  5.279507  4.105153
H  4.989465  2.493158  1.920202
H  3.197948  2.134567  1.941122
H  4.338005  1.035921  2.746448
C  -5.723182  -3.303745  0.337631
S  -4.524688  -3.428581  -0.996379
O  -4.821020  -2.277459  -1.889780
C  -3.113607  -2.938309  -0.037316
H  -6.724819  -3.479803  -0.035262
H  -5.611369  -2.314615  0.787030
H  -5.450135  -4.005452  1.133181
H  -2.866374  -3.644580  0.754869
H  -3.183833  -1.903650  0.270453
H  -2.273016  -2.915372  -0.744838
C  0.779490  -1.361146  3.241444
S  -0.112764  -2.914113  3.409352
O  -1.523008  -2.628480  3.028803
C  0.552665  -3.803417  1.992143
H  0.080486  -0.562840  3.480322
H  1.075407  -1.238138  2.204413
H  1.644404  -1.354837  3.901131
H  1.422302  -4.399147  2.241501
H  0.854485  -3.081889  1.220625
H  -0.284484  -4.270072  1.477219
C  0.854316  1.271570  -6.112752
S  1.205828  2.539726  -4.893832
O  1.233952  3.817315  -5.645168
C  -0.334316  2.456201  -3.993333
H  -0.141940  1.395849  -6.530597
H  0.979305  0.284981  -5.667934
H  1.628593  1.451339  -6.855262
H  -1.170412  2.560490  -4.692557
H  -0.271749  3.216830  -3.222004
H  -0.458783  1.457484  -3.565801
C  -1.206898  5.913856  2.799514
S  -0.059840  7.129697  2.178483
O  1.257840  6.518911  2.500065
C  -0.298792  6.791757  0.432778
H  -2.248040  6.082872  2.515397
H  -1.097089  5.954123  3.882230
H  -0.924482  4.926147  2.437100
H  -1.265620  7.216565  0.138797
H  -0.351317  5.717046  0.278972
H  0.487899  7.292537  -0.120309
C  -1.893725  -6.063648  -3.895965
S  -0.652244  -4.868195  -3.398518
O  -1.395312  -3.594849  -3.516209
C  -0.706836  -5.287858  -1.670852
H  -1.520071  -7.092453  -3.855871
H  -2.199676  -5.805627  -4.904708
H  -2.731736  -6.006348  -3.202987
H  -0.248472  -4.468705  -1.116705
H  -0.141113  -6.186594  -1.430325
H  -1.747825  -5.344915  -1.347921
C  -2.341358  2.472716  3.178129
S  -3.351170  2.250349  1.746710
O  -2.586506  2.866914  0.606838
C  -3.098970  0.490958  1.587776
H  -1.280958  2.404048  2.948570
H  -2.731226  1.831120  3.970319
H  -2.518386  3.471342  3.590888
H  -2.029722  0.285752  1.625987
H  -3.432497  0.239969  0.579038
H  -3.668771  -0.074301  2.319005

Forces on atoms 1 to 6 (eV/Å):
0.8920 -0.6071 -0.1536
0.9712 0.7265 1.3306
0.1721 -0.1512 0.2722
-2.4240 0.2129 -1.1118
-0.3085 0.0922 -0.7677
0.1692 0.0577 0.2102

The value obtained for the LUMO energy is -0.41 eV. The energy above the lowest of the compared OMol25 structures with the same formula, charge and spin is 0.0 kcal per mole. The HOMO energy is -8.1893 eV. The value obtained for the energy is -5193.99048 a.u. Its multiplicity is 1. As for the orbital gap: 0.286 Eh.